{
  "formula": "C2H10ClN4",
  "method": "the ωB97M-V functional and the def2-TZVPD basis",
  "elements": ["C", "C", "N", "N", "N", "N", "Cl", "H", "H", "H", "H", "H", "H", "H", "H", "H", "H"],
  "xyz": [[-0.385834, 0.832690, 1.325736], [-0.252183, 1.439770, -0.185655], [-0.803723, -0.641405, 1.408193], [-0.428465, 2.718017, -0.378379], [0.087481, 0.620541, -1.119037], [0.845603, -1.728234, -0.397879], [1.111403, 1.252994, 2.207137], [-1.120975, 1.327776, 1.971924], [-0.994793, -0.824689, 2.378622], [-1.629503, -0.989729, 0.963638], [-0.880717, 3.240675, 0.450564], [-0.111740, 3.271987, -1.242110], [0.328150, 1.024871, -1.993841], [0.692765, -0.565558, -0.707853], [-0.037023, -2.218447, -0.774924], [1.643343, -2.114648, -0.715374], [0.538516, -1.753186, 0.587337]],
  "forces_ev_per_a": [[-1.966, -0.233, -0.805], [0.206, -2.266, 0.859], [1.982, 1.194, 0.608], [-1.080, 3.780, 1.475], [0.619, -0.843, 1.446], [-5.822, 1.114, 0.474], [0.008, -0.776, -0.465], [-0.015, 0.583, -0.933], [0.278, 0.026, 0.535], [-0.644, 0.871, -0.973], [1.277, -0.721, -2.231], [-0.839, -1.434, 1.970], [-0.060, 0.485, -0.892], [-0.581, -0.697, -0.340], [2.083, 0.824, -0.124], [3.327, -2.041, -0.809], [1.227, 0.136, 0.204]],
  "mulliken_charge": [-0.245, 0.494, -0.669, -0.412, -0.534, -0.584, -0.110, 0.433, 0.245, 0.254, 0.266, 0.263, 0.154, 0.390, 0.355, 0.281, 0.419],
  "charge": 1,
  "relative_energy_kj_mol": 32.2,
  "largest_force_ev_per_a": 5.947,
  "homo_energy_ev": -14.2,
  "molar_mass_g_mol": 125.58
}

=====

{
  "formula": "C25H35N5O3",
  "method": "the ωB97M-V functional and the def2-TZVPD basis",
  "elements": ["C", "H", "H", "H", "C", "N", "C", "C", "N", "C", "C", "H", "H", "H", "H", "C", "C", "H", "H", "C", "N", "C", "O", "C", "C", "N", "C", "O", "C", "C", "C", "C", "C", "C", "C", "C", "N", "C", "H", "H", "H", "H", "H", "H", "H", "C", "C", "O", "C", "H", "H", "H", "H", "H", "H", "H", "H", "H", "H", "H", "H", "H", "H", "H", "H", "H", "H", "H"],
  "xyz": [[2.719644, -0.308549, 1.596726], [2.565705, 0.167699, 0.631377], [1.996154, 0.086119, 2.305883], [3.719191, -0.060045, 1.943576], [2.579372, -1.829614, 1.487930], [1.302055, -2.327150, 1.022793], [0.170206, -2.002418, 1.865548], [-1.019727, -2.860359, 1.444475], [-1.344356, -2.614351, 0.049268], [-0.188735, -2.900458, -0.784531], [0.981533, -2.019317, -0.352916], [1.851010, -2.237883, -0.977073], [0.699903, -0.959219, -0.492931], [-0.445189, -2.685001, -1.825061], [0.115966, -3.956739, -0.704224], [-2.552197, -3.317641, -0.373944], [-3.807150, -2.475154, -0.123807], [-4.689051, -3.096761, -0.283124], [-3.817316, -2.130545, 0.911117], [-3.874230, -1.272722, -1.058864], [-2.731576, -0.414007, -0.833226], [-2.523298, 0.694522, -1.566897], [-3.302233, 1.108342, -2.406183], [-1.219777, 1.370655, -1.282229], [-0.479103, 1.780215, -2.346368], [0.744565, 2.367105, -2.237439], [1.337527, 2.672587, -1.020070], [2.452368, 3.190884, -0.979278], [0.534486, 2.303636, 0.111456], [-0.698700, 1.645494, 0.011726], [-1.167901, 1.465440, 1.350468], [-2.320262, 0.926673, 1.925500], [-2.434734, 0.918691, 3.296904], [-1.430333, 1.443507, 4.115435], [-0.293939, 2.005487, 3.579112], [-0.168271, 2.020123, 2.192515], [0.845390, 2.521279, 1.428526], [1.993655, 3.218803, 1.939215], [2.548166, 2.582086, 2.631245], [1.682569, 4.125742, 2.463146], [2.635974, 3.486809, 1.103181], [0.473394, 2.425203, 4.211403], [-1.555769, 1.415363, 5.187651], [-3.319956, 0.504561, 3.756504], [-3.108623, 0.535770, 1.303953], [1.464156, 2.680214, -3.457800], [1.939914, 1.421796, -4.217062], [3.270764, 1.055307, -3.979864], [3.542954, 0.616994, -2.667759], [2.834708, -0.163041, -2.358706], [3.512289, 1.441294, -1.949626], [4.549256, 0.203272, -2.689060], [1.897944, 1.614578, -5.291446], [1.264858, 0.582200, -3.980900], [0.809707, 3.267474, -4.105788], [2.332113, 3.283558, -3.179579], [-0.848810, 1.638620, -3.350549], [-1.968430, -0.867521, -0.331370], [-3.892253, -1.604267, -2.105404], [-4.790080, -0.696381, -0.888101], [-2.479896, -3.519960, -1.445444], [-2.644940, -4.286421, 0.140742], [-1.885429, -2.605271, 2.059301], [-0.770855, -3.922723, 1.608061], [0.426349, -2.222654, 2.903927], [-0.116987, -0.940269, 1.791461], [3.341437, -2.215749, 0.804685], [2.754824, -2.275910, 2.471810]],
  "forces_ev_per_a": [[-0.070, -0.362, -0.038], [-0.033, 0.148, -0.111], [-0.074, 0.153, 0.067], [0.112, 0.091, 0.049], [0.105, 0.163, 0.065], [-0.071, -0.075, -0.034], [-0.164, -0.190, 0.040], [0.093, 0.176, 0.285], [0.199, -0.192, 0.072], [0.250, 0.197, -0.149], [-0.089, -0.262, -0.115], [-0.004, 0.037, -0.032], [0.044, -0.016, -0.060], [-0.019, -0.024, 0.010], [-0.021, 0.031, -0.047], [-0.279, 0.017, 0.139], [0.234, -0.015, -0.278], [-0.041, 0.020, 0.054], [-0.068, -0.029, 0.115], [-0.284, 0.093, -0.041], [-0.092, -0.069, -0.013], [0.228, -0.035, 0.162], [-0.201, 0.047, -0.275], [0.213, 0.301, -0.495], [-0.627, -0.391, 0.249], [-0.078, 0.086, 0.382], [0.152, 0.031, -0.122], [0.103, 0.129, 0.119], [-0.657, -0.410, -0.119], [0.673, 0.329, -0.187], [0.228, 0.174, 0.320], [-0.061, 0.044, 0.132], [-0.187, -0.116, -0.017], [0.133, 0.052, 0.027], [0.111, 0.055, 0.143], [-0.402, -0.255, -0.209], [-0.050, -0.031, -0.101], [0.379, 0.255, 0.201], [-0.006, -0.006, 0.017], [0.019, -0.020, 0.020], [-0.064, -0.031, 0.139], [0.076, 0.041, 0.076], [0.010, 0.011, 0.090], [-0.086, -0.033, 0.019], [-0.053, -0.036, -0.004], [0.459, -0.117, -0.449], [-0.090, 0.168, -0.023], [0.093, 0.038, -0.123], [0.064, 0.008, 0.103], [-0.010, -0.030, 0.010], [-0.013, -0.050, -0.011], [-0.018, -0.052, 0.069], [-0.114, -0.006, 0.091], [0.037, 0.068, -0.072], [0.012, -0.022, 0.075], [-0.190, -0.054, -0.120], [-0.024, 0.001, -0.074], [0.097, 0.124, -0.098], [-0.069, 0.019, 0.071], [0.035, -0.104, -0.079], [0.020, -0.030, 0.007], [0.078, 0.007, -0.082], [-0.013, -0.028, 0.023], [-0.048, 0.038, -0.002], [-0.023, 0.031, 0.030], [0.023, -0.045, 0.078], [0.025, -0.035, 0.085], [0.087, -0.014, -0.058]],
  "mulliken_charge": [-0.330, -0.117, 0.128, 0.511, -1.067, -0.052, 0.070, -1.635, 0.607, -1.616, 0.319, 0.602, -0.375, 0.489, 0.450, -0.927, -0.624, 0.398, 0.262, -0.805, 0.489, -0.232, -0.717, 0.669, -0.408, 0.131, 0.636, -0.794, -0.998, 1.174, -0.129, 0.369, -1.049, -0.661, -0.716, 0.081, 0.112, -1.168, 0.370, 0.370, 0.296, 0.496, 0.414, 0.456, 0.580, -1.069, -0.366, -0.448, -0.380, 0.093, 0.181, 0.377, 0.343, 0.352, 0.514, 0.415, 0.639, -0.275, 0.383, 0.356, 0.463, 0.328, 0.520, 0.391, 0.616, -0.317, 0.430, 0.390],
  "relative_energy_kj_mol": 262.9,
  "largest_force_ev_per_a": 0.784,
  "smiles": "CCN1CCN(CCCNC(=O)c2cn(CCOC)c(=O)c3c2c2ccccc2n3C)CC1",
  "homo_energy_ev": -7.7,
  "molar_mass_g_mol": 453.59
}

=====

{
  "formula": "C2H8FN2O2",
  "method": "the ωB97M-V functional and the def2-TZVPD basis",
  "elements": ["C", "C", "N", "N", "O", "O", "F", "H", "H", "H", "H", "H", "H", "H", "H"],
  "xyz": [[1.748956, -0.210033, 1.885687], [-1.269772, 1.294391, -1.821613], [-0.921878, 1.185628, -3.112122], [1.058479, -0.871465, 1.104568], [-2.332424, 2.071785, -1.635586], [-0.638224, 0.745607, -0.913827], [0.655735, -3.301730, 2.579688], [0.300496, -0.258023, 0.640288], [2.453885, -0.815774, 2.520113], [1.472828, 0.794700, 1.985660], [-1.302223, 2.024338, -3.560211], [-0.001607, 0.893929, -3.253234], [1.175721, -1.919880, 0.994038], [0.284598, -3.452812, 3.360667], [-2.684570, 1.819338, -0.774116]],
  "forces_ev_per_a": [[2.042, -1.796, 2.624], [1.377, -0.889, 0.878], [-2.218, 1.820, 0.270], [-2.686, -0.693, -2.458], [-0.235, -0.400, 0.175], [-0.574, -0.030, 0.277], [1.512, 0.731, -3.060], [0.857, -1.876, -0.373], [-0.309, 1.364, -0.623], [0.352, 1.528, 0.428], [0.602, -0.801, -0.841], [1.458, -0.289, -0.586], [-0.545, 1.674, -0.012], [-1.475, -0.719, 3.050], [-0.157, 0.375, 0.253]],
  "mulliken_charge": [-0.111, 0.597, -0.399, -0.043, -0.443, -0.665, -0.381, 0.323, 0.270, 0.299, 0.266, 0.262, 0.308, 0.382, 0.335],
  "charge": 1,
  "relative_energy_kj_mol": 98.3,
  "largest_force_ev_per_a": 3.779,
  "homo_energy_ev": -14.0,
  "molar_mass_g_mol": 111.10
}